[1]
{"formula": "C46H61AsBCl3CrGeN3S2", "method": "ωB97M-V with the def2-TZVPD basis set", "homo_energy_ev": [-7.4, -7.8], "spin_multiplicity": 6, "de_lowest_kj_mol": 253.9, "e_lumo_ha": [0.0045, -0.0660], "s2": 8.779, "energy_ha": -9512.875542, "species": ["Cr", "C", "C", "C", "C", "C", "C", "C", "C", "S", "C", "N", "C", "C", "C", "C", "C", "C", "C", "C", "H", "H", "H", "H", "H", "H", "H", "H", "H", "H", "H", "H", "H", "H", "H", "H", "C", "C", "C", "C", "C", "C", "C", "C", "C", "C", "C", "C", "N", "B", "N", "C", "C", "C", "C", "C", "C", "C", "C", "C", "C", "C", "C", "C", "C", "H", "H", "H", "H", "H", "H", "H", "H", "H", "H", "H", "H", "H", "H", "H", "H", "H", "H", "H", "H", "H", "H", "H", "H", "H", "H", "H", "H", "H", "H", "H", "H", "H", "H", "H", "H", "C", "As", "C", "C", "S", "H", "H", "H", "H", "H", "H", "H", "H", "H", "Cl", "Ge", "Cl", "Cl"], "positions_angstrom": [[-0.58584, -0.37131, 0.81395], [2.88028, 2.94177, 6.38476], [1.63169, 3.09719, 5.50561], [0.68503, 4.13615, 6.12407], [2.07100, 3.60306, 4.12817], [0.89786, 1.76096, 5.40886], [0.47152, 1.11438, 6.58361], [-0.22115, -0.07641, 6.54483], [-0.50949, -0.62820, 5.30084], [-1.39900, -2.06468, 4.92984], [-1.20230, -1.74447, 3.24141], [-0.51580, -0.66970, 2.96381], [-0.10621, -0.00872, 4.12354], [0.61104, 1.18463, 4.18828], [-1.80020, -2.57848, 2.19835], [-2.60984, -3.66064, 2.54480], [-3.24012, -4.39490, 1.56190], [-3.07081, -4.02607, 0.23453], [-2.26317, -2.94754, -0.10120], [-1.58437, -2.19314, 0.86040], [3.44861, 3.87477, 6.40013], [3.52671, 2.14935, 5.99976], [2.61999, 2.69247, 7.41466], [1.17264, 5.11360, 6.17042], [0.39020, 3.85630, 7.13708], [-0.22385, 4.22851, 5.52540], [2.65956, 4.51531, 4.24886], [1.20993, 3.83394, 3.49606], [2.68992, 2.86329, 3.61216], [0.68301, 1.55727, 7.54914], [-0.54349, -0.56145, 7.45704], [0.91899, 1.65062, 3.26813], [-2.76732, -3.90853, 3.58938], [-3.87298, -5.23230, 1.82416], [-3.58838, -4.58161, -0.53765], [-2.17313, -2.68608, -1.14831], [3.85255, -2.64904, -1.66099], [2.63182, -2.59690, -0.73565], [3.00771, -2.98510, 0.69632], [1.55983, -3.48230, -1.31488], [1.69976, -4.85846, -1.16271], [0.82223, -5.74015, -1.75674], [-0.19242, -5.24811, -2.55285], [-0.37318, -3.88264, -2.73759], [-1.45587, -3.46342, -3.71494], [-2.73293, -4.30042, -3.56003], [-0.95802, -3.59209, -5.16118], [0.48964, -2.98795, -2.06793], [0.26802, -1.55811, -2.21480], [-0.40699, -0.56044, -1.42572], [-0.66457, 0.56461, -2.28146], [-0.02737, 0.28135, -3.49295], [0.53225, -0.94592, -3.44772], [-1.65967, 1.62299, -2.20772], [-1.30790, 2.93225, -1.85473], [-2.32048, 3.87938, -1.75110], [-3.63784, 3.56303, -2.01338], [-3.96798, 2.27587, -2.37980], [-2.99778, 1.28635, -2.47115], [-3.44669, -0.10494, -2.86033], [-4.67273, -0.57217, -2.07097], [-3.70311, -0.15647, -4.36937], [0.11859, 3.36803, -1.58784], [0.20098, 4.52534, -0.58859], [0.78660, 3.80692, -2.89886], [4.67522, -2.06028, -1.25622], [3.61075, -2.26589, -2.65595], [4.20335, -3.67714, -1.77490], [2.25810, -1.57696, -0.71256], [3.56198, -3.92553, 0.72690], [2.11529, -3.08473, 1.31785], [3.63188, -2.21133, 1.14398], [2.52107, -5.24377, -0.57226], [0.93950, -6.80727, -1.61495], [-0.86678, -5.93686, -3.04705], [-1.70148, -2.41671, -3.54125], [-2.64013, -5.25895, -4.07630], [-3.58132, -3.78028, -3.99914], [-2.96026, -4.50337, -2.51630], [-0.64105, -4.61899, -5.35792], [-0.11605, -2.93336, -5.36882], [-1.76206, -3.34176, -5.85753], [-0.05552, 0.97996, -4.31321], [1.11616, -1.44939, -4.19947], [-2.08271, 4.88500, -1.43558], [-4.40667, 4.31809, -1.91303], [-5.00245, 2.02189, -2.57594], [-2.64226, -0.79915, -2.62229], [-5.57301, -0.02917, -2.36657], [-4.52050, -0.43690, -0.99911], [-4.85022, -1.63388, -2.25848], [-4.46707, 0.57538, -4.64322], [-4.05843, -1.14035, -4.67066], [-2.79716, 0.07075, -4.93624], [0.65816, 2.51365, -1.16551], [1.23807, 4.70200, -0.30562], [-0.16543, 5.45329, -1.03171], [-0.37905, 4.32907, 0.31449], [0.16524, 4.55900, -3.39027], [0.92917, 2.97947, -3.59339], [1.76144, 4.26071, -2.70211], [3.57190, 1.14005, -1.68640], [3.41481, 1.61952, 0.17591], [5.12316, 1.20335, 0.96384], [3.32184, 3.54144, 0.34592], [1.86619, 0.65431, 1.19438], [3.70279, 2.02810, -2.29632], [2.66431, 0.61640, -1.98082], [4.42799, 0.47773, -1.80535], [5.84786, 1.94834, 0.63518], [5.44862, 0.21311, 0.66459], [5.01749, 1.23766, 2.04633], [3.57351, 4.02230, -0.59783], [4.02373, 3.85288, 1.11777], [2.31179, 3.80501, 0.64976], [-3.22316, 4.48037, 1.56420], [-1.69039, 2.97464, 2.24969], [-2.77482, 2.20791, 4.05553], [-2.47842, 1.19982, 0.77283]], "forces_ev_per_angstrom": [[0.49, 0.19, 0.90], [-0.01, -0.03, 0.00], [0.00, 0.00, 0.00], [0.00, 0.02, -0.03], [0.01, -0.02, 0.04], [0.00, 0.03, 0.02], [0.00, -0.06, 0.00], [0.02, 0.05, 0.01], [-0.03, -0.11, 0.00], [-0.05, -0.04, 0.02], [-0.07, -0.08, 0.12], [0.01, 0.07, -0.12], [0.04, 0.04, -0.02], [-0.02, 0.04, -0.06], [0.01, -0.01, -0.05], [0.05, 0.05, 0.11], [-0.02, -0.02, -0.01], [0.01, 0.02, -0.01], [0.01, -0.03, 0.06], [-0.16, -0.13, -0.18], [-0.02, -0.01, 0.02], [0.01, 0.03, 0.00], [0.01, -0.01, -0.02], [-0.01, -0.02, 0.01], [0.01, 0.00, -0.02], [0.01, 0.01, 0.02], [-0.03, 0.01, 0.00], [0.03, -0.03, -0.03], [0.01, 0.01, 0.00], [0.00, 0.00, -0.02], [-0.01, 0.02, -0.01], [-0.05, 0.03, 0.03], [0.01, -0.04, -0.03], [0.00, 0.00, 0.00], [0.00, 0.00, 0.00], [-0.02, 0.00, -0.05], [-0.06, 0.05, -0.03], [0.10, 0.03, 0.09], [-0.09, 0.08, -0.03], [-0.18, 0.07, 0.04], [0.03, -0.04, -0.01], [0.03, -0.07, 0.04], [-0.01, 0.01, -0.04], [0.15, 0.08, -0.04], [-0.02, 0.03, 0.00], [0.04, 0.05, 0.01], [-0.03, 0.05, 0.03], [-0.15, -0.01, -0.12], [0.09, -0.12, 0.08], [-0.01, -0.33, -1.16], [-0.17, 0.14, 0.18], [-0.01, -0.14, 0.02], [-0.11, 0.07, 0.03], [-0.08, -0.12, -0.06], [-0.05, -0.05, 0.01], [0.08, 0.06, -0.10], [-0.08, 0.00, -0.03], [0.00, 0.04, -0.02], [0.18, 0.00, 0.03], [0.04, -0.03, 0.00], [0.06, -0.01, -0.02], [0.04, 0.02, 0.04], [0.08, 0.08, -0.02], [-0.06, 0.03, -0.06], [0.04, -0.06, 0.06], [0.10, 0.09, 0.05], [0.01, -0.02, 0.02], [0.00, 0.02, 0.01], [-0.06, 0.16, 0.03], [-0.02, 0.02, 0.03], [0.03, -0.01, -0.01], [0.05, 0.03, 0.00], [-0.02, 0.01, 0.00], [0.00, 0.01, -0.01], [0.06, 0.01, 0.03], [-0.04, 0.08, 0.06], [-0.01, 0.03, 0.04], [-0.08, 0.07, -0.08], [-0.02, 0.03, 0.02], [-0.02, 0.02, 0.00], [0.02, 0.00, 0.01], [0.03, -0.01, 0.01], [0.05, 0.03, 0.04], [-0.01, -0.01, -0.02], [-0.02, -0.04, -0.01], [0.01, -0.01, 0.02], [0.03, 0.02, 0.01], [0.11, -0.07, -0.03], [0.02, -0.03, 0.03], [-0.01, 0.01, -0.01], [-0.01, 0.01, -0.01], [0.02, -0.02, -0.01], [-0.03, -0.14, -0.04], [-0.02, 0.01, 0.02], [0.04, -0.07, -0.03], [-0.30, 0.17, -0.19], [0.00, -0.01, 0.03], [0.07, 0.05, -0.07], [0.03, -0.01, 0.00], [-0.02, -0.04, -0.02], [0.05, -0.02, -0.01], [-0.05, -0.06, -0.02], [0.00, 0.06, -0.03], [-0.02, 0.04, 0.04], [0.02, -0.07, 0.07], [-0.01, -0.24, 0.04], [0.01, 0.09, -0.07], [-0.06, 0.02, -0.04], [-0.02, 0.00, -0.01], [0.02, -0.03, -0.01], [-0.01, -0.13, -0.03], [-0.01, 0.03, 0.00], [-0.01, 0.02, -0.01], [0.01, -0.02, 0.01], [0.25, -0.15, 0.08], [0.02, 0.00, 0.04], [-0.10, -0.03, 0.04], [-0.06, -0.01, 0.06], [-0.11, 0.22, 0.30]], "lowdin_spin": [4.0160, 0.0000, 0.0001, 0.0001, 0.0003, 0.0007, -0.0001, 0.0005, 0.0007, 0.0093, 0.0212, 0.0160, 0.0029, 0.0005, 0.0236, -0.0008, 0.0178, -0.0043, 0.0185, 0.0201, 0.0000, 0.0000, 0.0000, 0.0000, 0.0000, 0.0000, 0.0000, 0.0001, 0.0002, 0.0000, 0.0000, 0.0005, 0.0000, 0.0012, -0.0008, 0.0040, 0.0002, 0.0019, 0.0016, 0.0011, 0.0003, -0.0003, 0.0004, 0.0001, 0.0000, 0.0000, 0.0003, 0.0062, 0.0719, 0.4567, 0.0880, 0.0224, 0.0214, 0.0063, 0.0005, 0.0002, 0.0003, 0.0002, 0.0012, 0.0039, 0.0001, 0.0007, 0.0000, 0.0000, 0.0000, 0.0000, 0.0000, 0.0001, 0.0026, 0.0000, 0.0015, 0.0000, 0.0000, 0.0000, 0.0000, 0.0002, 0.0000, 0.0000, 0.0000, 0.0000, 0.0003, 0.0000, 0.0025, 0.0021, 0.0000, 0.0000, 0.0000, 0.0042, 0.0000, 0.0000, 0.0000, 0.0002, 0.0000, 0.0001, 0.0002, 0.0000, 0.0000, 0.0001, 0.0000, 0.0000, 0.0000, 0.0017, 0.0110, 0.0005, 0.0035, 0.0444, 0.0001, 0.0001, 0.0000, 0.0001, 0.0000, 0.0001, 0.0004, 0.0001, 0.0002, 0.0039, 0.0079, 0.0020, 0.0756]}

=====

[2]
{"formula": "C14H38FNP", "method": "ωB97M-V with the def2-TZVPD basis set", "total_charge": -1, "homo_energy_ev": -3.6, "de_lowest_kj_mol": 0.0, "e_lumo_ha": 0.1096, "energy_ha": -1052.162666, "species": ["N", "C", "C", "P", "F", "H", "H", "H", "H", "H", "H", "H", "H", "H", "H", "C", "C", "C", "C", "C", "C", "H", "H", "H", "H", "H", "H", "H", "H", "H", "H", "H", "H", "H", "H", "C", "C", "C", "C", "C", "C", "H", "H", "H", "H", "H", "H", "H", "H", "H", "H", "H", "H", "H", "H"], "positions_angstrom": [[5.13066, 1.74487, 2.20245], [4.47950, 3.06400, 2.21155], [3.16190, 3.18573, 1.44618], [1.73850, 2.04336, 1.98893], [0.44754, 1.00012, 2.50516], [5.26855, 1.47239, 1.23256], [4.44996, 1.07307, 2.54455], [4.30523, 3.32964, 3.25852], [5.20991, 3.78812, 1.83096], [3.33940, 3.03959, 0.37239], [2.80053, 4.21262, 1.57745], [0.78958, 3.15604, 2.10699], [2.12360, 2.20596, 3.39555], [2.57103, 0.84064, 1.88025], [1.30810, 1.83448, 0.59621], [-4.64851, 1.78799, -0.10006], [-3.90856, 1.16202, -1.27738], [-2.62146, 0.44455, -0.87133], [-1.57444, 1.33040, -0.19454], [-1.12159, 2.54237, -1.00193], [-0.45326, 2.16883, -2.32060], [-4.04038, 2.54807, 0.39164], [-5.57995, 2.26055, -0.41876], [-4.89408, 1.03133, 0.64927], [-3.67923, 1.93815, -2.01420], [-4.56913, 0.45030, -1.78278], [-2.18872, -0.02898, -1.75893], [-2.87286, -0.37493, -0.18848], [-0.69368, 0.73084, 0.04092], [-1.94117, 1.66716, 0.77778], [-0.40914, 3.09612, -0.38637], [-1.96436, 3.21691, -1.19323], [0.40269, 1.51635, -2.13190], [-0.08830, 3.05297, -2.84739], [-1.13721, 1.64371, -2.99272], [0.74747, -1.77284, 1.11906], [1.31140, -2.55684, -0.05867], [0.37612, -2.57463, -1.26903], [-1.00273, -3.18275, -1.00492], [-0.97864, -4.60962, -0.45933], [-0.30663, -5.60829, -1.39541], [-0.16231, -2.22992, 1.51558], [1.46301, -1.69880, 1.93735], [0.51474, -0.74698, 0.83607], [1.55288, -3.58147, 0.24608], [2.25758, -2.10414, -0.36779], [0.85979, -3.10200, -2.09779], [0.23142, -1.54383, -1.60915], [-1.57802, -3.16856, -1.93772], [-1.54767, -2.54514, -0.30470], [-2.00677, -4.93016, -0.26706], [-0.47206, -4.62200, 0.50967], [-0.79936, -5.61900, -2.37124], [-0.34336, -6.62146, -0.99079], [0.74246, -5.35688, -1.55892]], "forces_ev_per_angstrom": [[-0.05, -0.01, -0.07], [-0.04, 0.03, 0.07], [0.03, -0.03, -0.02], [0.00, 0.12, -0.03], [-0.05, 0.01, 0.03], [0.02, 0.01, 0.01], [0.01, 0.01, 0.02], [0.01, -0.03, 0.01], [-0.01, 0.02, 0.01], [0.02, -0.04, 0.01], [-0.01, 0.02, -0.09], [0.01, -0.01, 0.00], [0.00, -0.04, -0.01], [0.01, -0.02, 0.00], [0.03, -0.03, 0.03], [0.00, 0.00, 0.00], [0.00, 0.01, -0.01], [0.03, -0.01, -0.02], [-0.06, -0.01, 0.05], [0.01, 0.03, -0.01], [0.00, 0.00, 0.01], [0.00, 0.00, 0.00], [0.00, -0.01, 0.00], [0.01, 0.00, 0.00], [0.01, 0.00, 0.00], [0.00, 0.00, 0.00], [0.01, -0.01, 0.00], [-0.01, 0.01, -0.01], [-0.01, 0.03, 0.00], [0.00, -0.01, 0.00], [0.00, 0.00, 0.00], [-0.01, -0.01, 0.01], [0.00, 0.00, 0.00], [0.00, 0.00, 0.00], [0.00, 0.00, 0.00], [0.07, -0.03, -0.01], [-0.03, 0.02, -0.02], [0.00, 0.02, -0.01], [-0.01, 0.00, 0.00], [0.01, 0.00, 0.01], [0.00, 0.00, 0.00], [-0.01, 0.01, -0.01], [0.00, -0.01, -0.01], [0.00, -0.02, 0.06], [-0.01, -0.02, -0.02], [0.01, 0.00, 0.02], [-0.01, -0.01, 0.00], [0.01, 0.01, 0.00], [0.00, 0.00, 0.00], [0.01, 0.00, -0.01], [0.00, -0.01, 0.00], [0.00, 0.01, 0.00], [0.01, 0.00, 0.00], [-0.01, 0.00, 0.00], [0.00, 0.00, 0.00]], "nbo_charge": [-0.8473, -0.2149, -0.7283, 0.9159, -0.6880, 0.3324, 0.3641, 0.1776, 0.1580, 0.1802, 0.1936, -0.2004, -0.1970, -0.2144, -0.2139, -0.6095, -0.3951, -0.3966, -0.4122, -0.4050, -0.6104, 0.2101, 0.1956, 0.1980, 0.1903, 0.1881, 0.1927, 0.1958, 0.2329, 0.2125, 0.2324, 0.1749, 0.2110, 0.1985, 0.1852, -0.6146, -0.4010, -0.3968, -0.3979, -0.3984, -0.6088, 0.1849, 0.2233, 0.2362, 0.1773, 0.2032, 0.1867, 0.2078, 0.1908, 0.2108, 0.1930, 0.1989, 0.1943, 0.2004, 0.2032]}